C2H3O4S2 | the ωB97M-V functional and the def2-TZVPD basis

Each line ends with the Löwdin charge.
Atoms and positions in Å:
C: -0.04 -0.44 -0.86  -0.41
C: -1.79 -0.14 0.11  -0.10
O: 2.05 -1.84 -0.43  -0.53
O: 2.12 1.26 -1.12  -0.33
O: 0.34 2.10 0.45  -0.36
O: 1.52 0.00 1.08  -0.52
S: 1.01 0.99 -0.24  0.55
S: 0.93 -1.34 0.38  0.69
H: -2.42 -1.19 -0.07  0.07
H: -2.28 0.70 -0.38  0.01
H: -1.45 -0.10 1.07  -0.06

Properties
HOMO energy: -4.415 eV
LUMO energy: 0.1331 Ha
E_tot: -1175.24327 hartree
orbital gap: 0.29537 Eh
charge: -1
2S+1: 1